# 1
{"formula": "C15H26N6O3", "method": "ωB97M-V with the def2-TZVPD basis set", "species": ["C", "N", "C", "O", "C", "C", "C", "C", "N", "C", "N", "N", "C", "O", "C", "C", "C", "C", "C", "N", "N", "C", "C", "O", "H", "H", "H", "H", "H", "H", "H", "H", "H", "H", "H", "H", "H", "H", "H", "H", "H", "H", "H", "H", "H", "H", "H", "H", "H", "H"], "xyz": [[-1.7527, -2.5188, 0.8540], [-0.8836, -2.1754, -0.2772], [0.1028, -2.9479, -0.8117], [0.2769, -4.0964, -0.5401], [0.9571, -2.3171, -1.9410], [0.1243, -2.5324, -3.3351], [-1.1965, -1.8389, -3.3974], [-2.3815, -2.5107, -3.2522], [-3.3811, -1.5378, -3.0864], [-2.8246, -0.2745, -3.3516], [-1.5011, -0.4429, -3.4237], [1.1970, -0.8619, -1.7427], [1.7338, -0.2925, -0.6287], [2.1804, -0.9702, 0.2945], [1.6630, 1.2801, -0.3807], [0.2342, 1.8853, -0.1145], [-0.6290, 1.2490, 0.9894], [-0.4159, 1.9055, 2.2948], [-1.3906, 1.2422, 3.2718], [-1.6187, 2.1059, 4.4744], [2.5760, 1.6364, 0.7688], [3.3901, 2.7343, 0.7885], [4.4087, 2.6954, 1.9814], [3.1660, 3.7542, 0.1673], [-1.6432, -1.7535, 1.5497], [-1.3143, -3.3021, 1.4365], [-2.9078, -2.4772, 0.7203], [-0.9563, -1.2936, -0.6629], [1.8792, -2.7560, -2.0751], [-0.0769, -3.6219, -3.5451], [0.6868, -2.3535, -4.2226], [-2.5691, -3.5818, -3.0382], [-4.3876, -1.7674, -2.9345], [-3.3829, 0.6203, -3.3958], [0.8182, -0.2573, -2.4168], [2.0510, 1.8558, -1.1596], [-0.3768, 1.9697, -1.0378], [0.2936, 2.9708, 0.1788], [-0.3818, 0.1321, 1.2828], [-1.6940, 1.1645, 0.7121], [-0.6797, 2.9997, 2.2291], [0.5855, 1.7558, 2.5394], [-0.8521, 0.2298, 3.4997], [-2.3809, 1.1201, 2.8659], [-0.9923, 2.1490, 5.1460], [-2.5343, 1.9400, 4.7774], [2.8317, 0.8546, 1.3076], [5.4045, 2.9254, 1.6312], [4.5286, 1.7120, 2.4625], [4.0160, 3.5938, 2.5475]], "mulliken_charge": [-0.99, 0.20, 0.31, -0.66, -0.19, -1.24, 0.63, -0.56, -0.07, -0.29, -0.54, -0.31, 0.36, -0.71, -0.55, -1.12, 0.05, -0.77, -0.41, -0.56, -0.18, 0.59, -1.02, -0.64, 0.27, 0.43, 0.25, 0.02, 0.60, 0.45, 0.49, 0.37, 0.24, 0.45, 0.32, 0.73, 0.46, 0.57, -0.30, 0.54, 0.33, 0.30, 0.18, 0.41, 0.15, 0.19, 0.33, 0.37, 0.28, 0.25], "e_lumo_ev": 0.43, "multiplicity": 1, "energy_ha": -1141.39811, "smiles": "CNC(=O)[C@@H](Cc1c[nH]cn1)NC(=O)[C@@H](CCCCN)NC(C)=O", "orbital_gap_ev": 9.44}



# 2
{"formula": "C15H26O", "method": "ωB97M-V with the def2-TZVPD basis set", "species": ["C", "C", "C", "C", "C", "C", "C", "C", "C", "O", "C", "C", "C", "C", "C", "C", "H", "H", "H", "H", "H", "H", "H", "H", "H", "H", "H", "H", "H", "H", "H", "H", "H", "H", "H", "H", "H", "H", "H", "H", "H", "H"], "xyz": [[-1.6769, -4.1274, -2.0880], [-0.6155, -3.5893, -1.0262], [-0.8057, -2.0436, -0.7717], [-1.9962, -1.6662, 0.1506], [-2.1726, -0.1038, -0.0125], [-1.2083, 0.2477, -1.0962], [-1.0824, -1.1335, -1.8966], [0.3008, 0.2183, -0.4950], [0.5887, 1.0515, 0.7238], [0.1300, 0.5146, 1.9535], [2.1617, 0.9536, 0.8671], [2.7059, 2.0725, 1.7581], [2.2023, 3.4494, 1.5310], [0.6593, 3.5359, 1.2767], [0.1567, 2.5185, 0.2771], [0.4306, -1.3503, -0.2641], [-2.7045, -4.0044, -1.7764], [-1.3279, -5.1520, -2.4023], [-1.6210, -3.6203, -3.0227], [-0.6886, -4.1328, -0.0398], [0.3846, -3.7738, -1.4271], [-1.9298, -1.9087, 1.2072], [-2.8369, -2.1669, -0.2531], [-3.2252, 0.0546, -0.3399], [-2.0837, 0.3413, 0.9371], [-1.3837, 1.2615, -1.6035], [-1.9518, -1.3030, -2.4530], [-0.2688, -1.0355, -2.6181], [0.9138, 0.6724, -1.3821], [0.1627, 1.3123, 2.6101], [2.4693, -0.0500, 1.3016], [2.5449, 1.1392, -0.1466], [2.5494, 1.9015, 2.8142], [3.7758, 2.1278, 1.6933], [2.7737, 3.8767, 0.6185], [2.5254, 4.0170, 2.4084], [0.2454, 3.3173, 2.2865], [0.2304, 4.5591, 1.1674], [0.7525, 2.5902, -0.6628], [-0.9352, 2.6333, 0.1268], [1.2646, -1.6779, -0.7489], [0.5864, -1.5268, 0.8176]], "mulliken_charge": [-1.30, -0.81, 1.55, -1.11, -0.91, -0.13, -1.42, -0.02, 0.60, -0.57, -0.84, -0.81, -0.55, -0.94, -0.66, -2.19, 0.32, 0.40, 0.37, 0.32, 0.38, 0.42, 0.40, 0.48, 0.33, 0.47, 0.56, 0.33, 0.55, 0.54, 0.25, 0.40, 0.38, 0.35, 0.25, 0.35, 0.25, 0.41, 0.37, 0.36, 0.39, 0.47], "e_lumo_ev": 0.79, "multiplicity": 1, "energy_ha": -662.32977, "smiles": "CC[C@]12CC[C@H](C1)[C@@H](C1(O)CCCCC1)C2", "orbital_gap_ev": 9.92}



# 3
{"formula": "C15H27F6HgN3O2Ta", "method": "ωB97M-V with the def2-TZVPD basis set", "species": ["N", "C", "O", "Hg", "Ta", "N", "N", "C", "C", "C", "C", "C", "C", "C", "C", "H", "H", "H", "H", "H", "H", "H", "H", "H", "H", "H", "H", "H", "H", "H", "H", "H", "H", "C", "H", "H", "H", "C", "H", "H", "H", "C", "C", "O", "C", "F", "F", "F", "C", "F", "F", "F", "H", "H", "H"], "xyz": [[1.9643, -0.4911, 0.3696], [3.1031, -0.9179, 0.4464], [4.1472, -1.4211, 0.7082], [2.5574, -0.4328, -3.3085], [0.0964, -0.1710, -0.0370], [-0.4629, -1.6119, -1.2652], [-0.1940, 1.5682, -0.9696], [-0.3361, -3.0646, -0.9342], [0.4173, 2.9099, -1.1433], [0.8283, -3.6426, -1.7401], [-1.6339, -3.8003, -1.2945], [-0.0526, -3.2332, 0.5494], [0.0845, 3.5068, -2.5138], [-0.1383, 3.8437, -0.0607], [1.9231, 2.7747, -0.9957], [0.7013, -3.4621, -2.8131], [0.8302, -4.7293, -1.5651], [1.7898, -3.2172, -1.4145], [-2.4951, -3.3253, -0.8052], [-1.5427, -4.8381, -0.9354], [-1.7887, -3.8251, -2.3807], [0.8593, -2.7034, 0.8581], [0.1094, -4.3052, 0.7388], [-0.9069, -2.9135, 1.1578], [0.4049, 2.8453, -3.3293], [0.6452, 4.4496, -2.5897], [-0.9796, 3.7563, -2.6121], [-1.2270, 3.9285, -0.1474], [0.3139, 4.8374, -0.2129], [0.1275, 3.4638, 0.9288], [2.2184, 2.3036, -0.0503], [2.3294, 3.7974, -1.0147], [2.3512, 2.2201, -1.8413], [-1.6318, 1.5120, -1.3527], [-2.1365, 0.5529, -1.0764], [-2.2352, 2.3275, -0.9011], [-1.6805, 1.6098, -2.4569], [-1.0159, -1.3598, -2.6163], [-2.1170, -1.5396, -2.6350], [-0.8355, -0.3216, -2.9358], [-0.5089, -2.0182, -3.3447], [-1.5967, -0.1041, 3.8170], [-0.3261, 0.1033, 3.0574], [-0.3534, -0.5268, 1.7364], [-0.1748, 1.5906, 2.7007], [-0.1929, 2.5265, 3.6621], [1.0146, 1.7575, 2.0020], [-1.2258, 1.9006, 1.8399], [0.8886, -0.3135, 3.9440], [0.9579, 0.4788, 5.0636], [0.7934, -1.6013, 4.3892], [2.0749, -0.2302, 3.2903], [-2.4494, 0.1230, 3.1757], [-1.6007, 0.5658, 4.6821], [-1.6927, -1.1328, 4.1759]], "mulliken_charge": [-0.30, 0.88, -0.42, 0.39, 0.22, 0.97, 0.96, 1.16, 1.04, -1.26, -1.63, -1.95, -1.72, -1.34, -1.34, 0.34, 0.44, 0.20, 0.36, 0.46, 0.41, 0.41, 0.63, 0.33, 0.39, 0.46, 0.44, 0.39, 0.54, 0.19, 0.21, 0.52, 0.15, -1.39, 0.58, 0.37, 0.48, -1.03, 0.36, 0.23, 0.35, -1.91, 1.04, -0.74, 0.42, -0.22, -0.22, -0.23, 0.67, -0.23, -0.25, -0.18, 0.41, 0.46, 0.45], "e_lumo_ev": [-7.68, -11.35], "multiplicity": 2, "energy_ha": -1711.60773, "total_charge": 2, "orbital_gap_ev": [8.48, 4.21]}



# 4
{"formula": "C15H27FN5O3PtSi", "method": "ωB97M-V with the def2-TZVPD basis set", "species": ["Pt", "N", "C", "C", "C", "C", "N", "C", "N", "N", "C", "O", "O", "H", "H", "H", "H", "H", "H", "H", "H", "H", "H", "H", "H", "H", "H", "C", "Si", "C", "C", "N", "C", "C", "C", "C", "C", "C", "F", "H", "H", "H", "H", "H", "H", "H", "H", "H", "H", "H", "H", "H", "O"], "xyz": [[0.0923, -0.4181, 0.0357], [-1.3678, -0.1747, 1.4509], [-1.1719, -0.9855, 2.6508], [-2.3848, -1.0009, 3.5869], [-3.7522, -1.2064, 2.9267], [-4.0601, -2.5850, 2.3397], [-3.2285, -3.0228, 1.2199], [-3.1571, -2.4185, 0.0374], [-4.1394, -1.5749, -0.3406], [-2.1464, -2.6527, -0.7760], [-0.6744, -2.4095, 2.2614], [-1.0442, -3.3614, 2.9875], [0.0055, -2.5079, 1.2054], [-1.2318, 0.8488, 1.4752], [-2.2655, -0.3112, 1.0068], [-0.3253, -0.5472, 3.1867], [-2.4286, -0.0354, 4.0982], [-2.2155, -1.7719, 4.3398], [-3.9071, -0.4371, 2.1640], [-4.5267, -1.0256, 3.6775], [-5.1150, -2.6292, 2.0491], [-3.9178, -3.3478, 3.1038], [-2.3888, -3.5240, 1.5277], [-4.9403, -1.4354, 0.2370], [-3.9949, -0.9744, -1.1291], [-1.2428, -2.8406, -0.2993], [-2.0114, -2.0072, -1.5436], [0.6967, -2.7310, -2.8603], [1.0443, -0.8669, -2.7885], [-0.5058, 0.0798, -3.2591], [2.1245, -0.6808, -4.3482], [1.7005, -0.4257, -1.2672], [2.9443, -0.0079, -0.9023], [4.0373, 0.0049, -1.8094], [5.3227, 0.4010, -1.4895], [5.6394, 0.8215, -0.2067], [4.6102, 0.8207, 0.7237], [3.3300, 0.4270, 0.3960], [2.4562, 0.4779, 1.4325], [0.2674, -3.0091, -3.8285], [0.0203, -3.0631, -2.0748], [1.6249, -3.2919, -2.7236], [-0.9087, -0.2602, -4.2205], [-0.2700, 1.1447, -3.3153], [-1.2477, 0.0234, -2.4615], [1.4892, -0.9763, -5.1903], [3.0025, -1.3294, -4.3579], [2.4505, 0.3476, -4.5222], [3.8436, -0.3159, -2.8185], [6.0826, 0.3753, -2.2635], [6.6388, 1.1349, 0.0653], [4.7713, 1.1336, 1.7490], [-0.4994, 1.3596, -0.3594]], "mulliken_charge": [0.44, -0.66, 0.32, -0.94, -0.52, -1.07, -0.07, 0.32, -0.27, -0.28, 0.11, -0.78, -0.72, 0.47, 0.27, 0.43, 0.42, 0.32, 0.25, 0.42, 0.39, 0.44, 0.42, 0.24, 0.23, 0.15, 0.10, -0.92, 0.07, -0.98, -1.41, 0.22, 0.76, -0.21, -0.85, -0.41, -0.63, 0.30, -0.26, 0.27, 0.27, 0.34, 0.31, 0.34, 0.21, 0.34, 0.37, 0.36, 0.11, 0.36, 0.35, 0.37, -1.13], "e_lumo_ev": 2.07, "multiplicity": 1, "energy_ha": -1596.00099, "total_charge": -1, "orbital_gap_ev": 4.68}



Question: Number 3 is which compound?
Answer: C15H27F6HgN3O2Ta



Question: Which formula does entry 2 have?
Answer: C15H26O



Copy entry 2 word for word.
{"formula": "C15H26O", "method": "ωB97M-V with the def2-TZVPD basis set", "species": ["C", "C", "C", "C", "C", "C", "C", "C", "C", "O", "C", "C", "C", "C", "C", "C", "H", "H", "H", "H", "H", "H", "H", "H", "H", "H", "H", "H", "H", "H", "H", "H", "H", "H", "H", "H", "H", "H", "H", "H", "H", "H"], "xyz": [[-1.6769, -4.1274, -2.0880], [-0.6155, -3.5893, -1.0262], [-0.8057, -2.0436, -0.7717], [-1.9962, -1.6662, 0.1506], [-2.1726, -0.1038, -0.0125], [-1.2083, 0.2477, -1.0962], [-1.0824, -1.1335, -1.8966], [0.3008, 0.2183, -0.4950], [0.5887, 1.0515, 0.7238], [0.1300, 0.5146, 1.9535], [2.1617, 0.9536, 0.8671], [2.7059, 2.0725, 1.7581], [2.2023, 3.4494, 1.5310], [0.6593, 3.5359, 1.2767], [0.1567, 2.5185, 0.2771], [0.4306, -1.3503, -0.2641], [-2.7045, -4.0044, -1.7764], [-1.3279, -5.1520, -2.4023], [-1.6210, -3.6203, -3.0227], [-0.6886, -4.1328, -0.0398], [0.3846, -3.7738, -1.4271], [-1.9298, -1.9087, 1.2072], [-2.8369, -2.1669, -0.2531], [-3.2252, 0.0546, -0.3399], [-2.0837, 0.3413, 0.9371], [-1.3837, 1.2615, -1.6035], [-1.9518, -1.3030, -2.4530], [-0.2688, -1.0355, -2.6181], [0.9138, 0.6724, -1.3821], [0.1627, 1.3123, 2.6101], [2.4693, -0.0500, 1.3016], [2.5449, 1.1392, -0.1466], [2.5494, 1.9015, 2.8142], [3.7758, 2.1278, 1.6933], [2.7737, 3.8767, 0.6185], [2.5254, 4.0170, 2.4084], [0.2454, 3.3173, 2.2865], [0.2304, 4.5591, 1.1674], [0.7525, 2.5902, -0.6628], [-0.9352, 2.6333, 0.1268], [1.2646, -1.6779, -0.7489], [0.5864, -1.5268, 0.8176]], "mulliken_charge": [-1.30, -0.81, 1.55, -1.11, -0.91, -0.13, -1.42, -0.02, 0.60, -0.57, -0.84, -0.81, -0.55, -0.94, -0.66, -2.19, 0.32, 0.40, 0.37, 0.32, 0.38, 0.42, 0.40, 0.48, 0.33, 0.47, 0.56, 0.33, 0.55, 0.54, 0.25, 0.40, 0.38, 0.35, 0.25, 0.35, 0.25, 0.41, 0.37, 0.36, 0.39, 0.47], "e_lumo_ev": 0.79, "multiplicity": 1, "energy_ha": -662.32977, "smiles": "CC[C@]12CC[C@H](C1)[C@@H](C1(O)CCCCC1)C2", "orbital_gap_ev": 9.92}